--- a ---
DFT (ωB97M-V with the def2-TZVPD basis set) results for a structure of composition H10LiO5.

Each line ends with the natural charge from an NBO analysis.
Atoms and positions in Å:
Li1 0.477 0.192 -0.207  0.904
O1 2.098 1.342 -0.323  -0.961
H1 2.557 2.249 -0.562  0.515
H2 2.889 1.017 -0.162  0.469
O2 -1.179 1.359 -0.749  -0.985
H3 -1.946 1.045 -0.358  0.505
H4 -1.477 1.780 -1.535  0.495
O3 -2.470 -0.691 0.513  -0.940
H5 -1.709 -0.696 1.102  0.483
H6 -2.337 -1.404 0.001  0.460
O4 0.717 -1.621 -0.974  -0.975
H7 1.523 -1.928 -1.498  0.506
H8 0.113 -2.124 -1.456  0.493
O5 0.037 -0.224 1.837  -1.037
H9 0.633 -0.984 2.183  0.539
H10 0.074 0.688 2.186  0.529

As for the LUMO energy: -3.6 eV. For the molecular weight, the calculation gives 97.02 g mol⁻¹. Its charge is +1.

=====

--- b ---
DFT (ωB97M-V with the def2-TZVPD basis set) results for a structure of composition H10LiO5.

Each line ends with the natural charge from an NBO analysis.
Atoms and positions in Å:
Li1 -0.289 0.826 -0.077  0.991
O1 0.049 1.709 2.805  -0.976
H1 0.520 1.534 3.620  0.495
H2 -0.256 2.612 2.893  0.483
O2 -2.182 -1.638 -0.451  -0.976
H3 -2.595 -2.207 0.198  0.492
H4 -2.652 -1.821 -1.264  0.486
O3 2.580 0.511 -1.207  -0.975
H5 3.038 1.216 -1.665  0.489
H6 3.278 -0.047 -0.865  0.488
O4 -2.044 2.779 -1.981  -0.971
H7 -2.695 3.481 -1.982  0.492
H8 -2.143 2.359 -2.835  0.481
O5 1.564 -3.913 1.216  -0.930
H9 2.517 -3.986 1.156  0.472
H10 1.312 -3.415 0.439  0.459

As for the LUMO energy: -3.9 eV. For the molecular weight, the calculation gives 97.02 g mol⁻¹. Its charge is +1.

=====

We find a to be the most stable, with the next structure 90.9 kJ/mol higher.